Below is a molecular structure, C16H30AuN3OS2, with properties calculated with ωB97M-V with the def2-TZVPD basis set.

Positions of all 53 atoms, in Å:
Au1 0.0485 0.3801 -0.3458
C1 5.3565 0.1035 0.2927
C2 4.6552 0.9036 -0.8121
C3 5.1082 0.3858 -2.1831
C4 5.0239 2.3869 -0.6789
C5 3.1978 0.7491 -0.6850
C6 1.9981 0.6282 -0.5874
H1 6.4396 0.2220 0.2115
H2 5.1150 -0.9565 0.2134
H3 5.0403 0.4494 1.2770
H4 6.1847 0.5289 -2.3035
H5 4.5942 0.9182 -2.9836
H6 4.8852 -0.6765 -2.2840
H7 6.1018 2.5180 -0.7999
H8 4.7352 2.7666 0.3016
H9 4.5136 2.9807 -1.4375
C7 -2.8742 2.9368 -1.2174
C8 -3.6180 1.8289 -1.9532
C9 -3.7610 0.5614 -1.1200
S1 -2.2079 -0.3239 -0.8450
O1 -2.5079 -1.3761 0.1434
C10 -2.0093 -1.1345 -2.4693
C11 -2.5004 -2.5735 -2.4414
C12 -2.1157 -3.2957 -3.7260
H10 -2.7863 3.8273 -1.8391
H11 -1.8663 2.6251 -0.9401
H12 -3.3990 3.2161 -0.3023
H13 -3.1158 1.6048 -2.8987
H14 -4.6221 2.1656 -2.2215
H15 -4.4274 -0.1825 -1.5600
H16 -4.1094 0.7823 -0.1099
H17 -0.9475 -1.0791 -2.7059
H18 -2.5528 -0.5392 -3.2068
H19 -3.5842 -2.5961 -2.3059
H20 -2.0755 -3.0753 -1.5725
H21 -2.5475 -2.8120 -4.6042
H22 -2.4642 -4.3277 -3.7095
H23 -1.0324 -3.3117 -3.8545
C13 -1.0413 -2.9782 4.6928
C14 -1.0208 -1.5637 5.2526
C15 -0.8833 -0.5312 4.1779
N1 -0.8832 -0.7945 2.9225
N2 -0.7524 0.3139 2.1342
C16 -0.6342 1.4081 2.8182
N3 -0.4914 2.6390 2.2317
S2 -0.7069 1.1683 4.5301
H24 -1.1674 -3.6969 5.5018
H25 -0.1143 -3.2019 4.1675
H26 -1.8545 -3.1026 3.9803
H27 -0.1971 -1.4443 5.9620
H28 -1.9383 -1.3627 5.8136
H29 -0.1285 2.5835 1.2872
H30 -0.0591 3.3542 2.7922

Output
Energy above the lowest of the compared OMol25 structures with the same formula, charge and spin ... 27.25 kJ/mol
Spin multiplicity ... 1
HOMO-LUMO gap ... 8.4 eV
M ... 541.537 g/mol
E_LUMO ... 0.504 eV